No. 1
Formula: C32H53CoN4O8P2S
Source: the Open Molecules 2025 dataset
Level of theory: ωB97M-V with the def2-TZVPD basis set

The geometry in XYZ format:
```
101
Properties=species:S:1:pos:R:3:lowdin_spin:R:1
Co 0.27 0.72 0.51 0.944
O -0.07 2.98 4.23 -0.002
S -0.17 2.78 2.82 0.000
O 0.68 3.58 1.97 0.002
N 0.03 1.22 2.38 -0.015
C 0.33 0.19 3.26 0.000
C 0.05 0.12 4.62 -0.001
C 0.42 -0.99 5.38 0.000
C 1.05 -2.07 4.83 0.000
C 1.34 -2.07 3.45 0.001
C 1.98 -3.13 2.79 -0.003
C 2.23 -3.06 1.45 0.002
C 1.83 -1.91 0.75 0.003
N 1.24 -0.89 1.34 0.044
C 0.98 -0.94 2.68 0.002
C -1.84 3.21 2.35 0.000
C -2.53 2.56 1.34 0.004
C -3.79 3.01 0.99 0.001
C -4.35 4.10 1.64 0.000
C -3.65 4.75 2.64 0.000
C -2.39 4.31 3.01 0.000
H -0.45 0.95 5.09 0.000
H 0.19 -0.99 6.44 0.000
H 1.34 -2.93 5.43 0.000
H 2.27 -4.00 3.37 0.000
H 2.72 -3.86 0.92 0.000
H 2.00 -1.81 -0.31 0.001
H -2.10 1.69 0.86 0.004
H -4.35 2.50 0.21 0.000
H -5.34 4.44 1.36 0.000
H -4.09 5.60 3.15 0.000
H -1.82 4.79 3.79 0.000
C -0.89 3.09 -2.42 0.003
C -0.21 2.45 -3.62 0.000
C 1.30 2.60 -3.61 0.000
O -0.58 1.05 -3.77 0.000
P -0.46 -0.09 -2.69 0.000
O 0.38 0.27 -1.52 0.001
C -2.14 -0.57 -2.22 0.000
P -2.06 -1.33 -0.58 0.002
O -1.55 -0.37 0.43 0.010
O -3.53 -1.82 -0.32 0.001
C -4.03 -1.97 1.06 0.000
C -5.02 -3.11 1.04 0.000
C -4.64 -0.66 1.51 0.000
O -1.12 -2.59 -0.66 0.000
C -1.53 -3.94 -1.04 0.000
C -2.14 -3.98 -2.43 0.000
C -0.28 -4.79 -0.92 0.000
O 0.02 -1.35 -3.49 0.000
C 1.29 -1.36 -4.22 0.000
C 1.17 -2.44 -5.27 0.000
C 2.44 -1.61 -3.25 0.000
H -0.61 4.14 -2.36 0.000
H -0.57 2.60 -1.50 0.004
H -1.97 3.02 -2.51 0.000
H -0.61 2.90 -4.53 0.000
H 1.73 2.08 -2.75 0.000
H 1.56 3.66 -3.56 0.000
H 1.74 2.18 -4.51 0.000
H -2.56 -1.24 -2.97 0.000
H -2.76 0.32 -2.14 0.000
H -3.18 -2.22 1.70 0.000
H -5.87 -2.87 0.40 0.000
H -5.39 -3.28 2.05 0.000
H -4.56 -4.03 0.68 0.000
H -5.45 -0.37 0.84 0.000
H -3.89 0.12 1.53 0.000
H -5.05 -0.77 2.52 0.000
H -2.27 -4.27 -0.30 0.000
H -1.46 -3.52 -3.15 0.000
H -3.10 -3.47 -2.45 0.000
H -2.31 -5.02 -2.71 0.000
H 0.42 -4.53 -1.71 0.000
H -0.55 -5.84 -1.01 0.000
H 0.19 -4.63 0.05 0.000
H 1.41 -0.39 -4.69 0.000
H 1.03 -3.41 -4.81 0.000
H 2.07 -2.46 -5.88 0.000
H 0.31 -2.24 -5.92 0.000
H 2.34 -2.59 -2.79 0.000
H 2.47 -0.84 -2.48 0.000
H 3.38 -1.58 -3.80 0.000
C 4.12 1.72 2.14 0.000
C 4.28 1.91 0.63 -0.001
C 4.42 3.39 0.28 0.000
C 5.50 1.15 0.13 0.000
N 3.14 1.34 -0.11 -0.004
N 1.89 1.99 0.15 -0.005
H 4.98 2.13 2.67 0.000
H 4.04 0.66 2.39 0.000
H 3.22 2.23 2.51 0.000
H 5.32 3.79 0.74 0.000
H 3.57 3.98 0.66 0.000
H 4.49 3.52 -0.80 0.000
H 6.40 1.51 0.63 0.000
H 5.62 1.28 -0.94 0.000
H 5.40 0.08 0.33 0.000
H 3.02 0.37 0.18 0.000
H 1.74 2.66 -0.60 0.003
H 1.90 2.54 1.01 0.001
```

Results
* molecular weight: 774.74 g mol⁻¹
* relative energy (zero: lowest compared OMol25 entry of this formula, charge and spin): 3.9 kcal/mol
* LUMO (spin up / spin down): -2.35 / -2.24 eV
* net charge: +1
* highest occupied orbital energy (spin up / spin down): -10.048 / -10.018 eV
* 2S+1: 2
* orbital gap (spin up / spin down): 7.696 / 7.776 eV

=====

No. 2
Formula: C36H31F5N2O4S
Source: the Open Molecules 2025 dataset
Level of theory: ωB97M-V with the def2-TZVPD basis set

The geometry in XYZ format:
```
79
Properties=species:S:1:pos:R:3:lowdin_charge:R:1
C 0.12 -3.62 4.24 -0.015
N 0.03 -2.22 3.87 -0.027
C 1.12 -1.39 3.89 -0.356
O 2.26 -1.71 4.23 0.081
C 0.63 -0.03 3.42 -0.158
C 1.38 0.51 2.22 -0.075
C 2.85 0.59 2.45 -0.074
C 3.78 -0.13 1.70 -0.126
F 3.34 -0.93 0.69 0.086
C 5.13 -0.17 2.01 -0.114
F 5.98 -0.92 1.28 0.110
C 5.62 0.59 3.09 -0.104
F 6.92 0.51 3.44 0.114
C 4.72 1.35 3.84 -0.103
F 5.17 2.08 4.89 0.106
C 3.37 1.38 3.48 -0.131
F 2.53 2.14 4.24 0.093
N -0.81 -0.23 3.19 0.005
C -1.57 0.78 2.69 -0.067
C -2.87 0.64 2.26 -0.058
C -3.77 1.73 1.74 -0.209
C -5.20 1.49 2.25 -0.195
C -5.95 2.63 2.49 -0.062
C -7.31 2.57 2.68 -0.080
C -8.00 1.33 2.58 -0.079
C -7.22 0.15 2.51 -0.069
C -5.81 0.24 2.39 -0.028
C -1.22 -1.63 3.36 -0.456
C -1.64 -2.33 2.06 0.004
C -2.35 -1.85 4.39 0.002
H 1.17 -3.91 4.40 0.098
H -0.45 -3.81 5.17 0.098
H -0.32 -4.24 3.45 0.086
H 0.80 0.73 4.20 0.161
H 1.21 -0.13 1.35 0.101
H 0.96 1.48 1.98 0.120
H -1.10 1.77 2.78 0.150
H -3.36 -0.33 2.46 0.059
H -3.38 2.72 2.02 0.123
H -5.44 3.60 2.47 0.126
H -7.87 3.50 2.81 0.105
H -9.09 1.27 2.49 0.100
H -7.72 -0.85 2.46 0.111
H -5.26 -0.72 2.29 0.112
H -0.82 -2.27 1.33 0.097
H -1.91 -3.38 2.23 0.086
H -2.51 -1.82 1.64 0.067
H -2.01 -1.55 5.39 0.100
H -3.20 -1.23 4.09 0.068
H -2.67 -2.90 4.43 0.092
C -6.15 6.42 -2.99 -0.065
C -5.79 5.17 -3.54 -0.068
C -4.85 4.34 -2.90 -0.059
C -4.31 4.73 -1.66 -0.237
S -3.15 3.63 -0.71 0.761
C -3.83 2.09 0.18 -0.185
C -3.58 0.80 -0.58 -0.346
O -4.56 0.10 -0.88 0.084
C -2.17 0.41 -0.88 -0.156
C -1.14 1.24 -0.37 -0.054
C 0.16 0.89 -0.57 -0.071
C 0.42 -0.40 -1.09 -0.069
C -0.59 -1.20 -1.64 -0.069
C -1.93 -0.82 -1.47 -0.007
O -2.31 3.24 -1.81 -0.298
O -2.62 4.36 0.42 -0.330
C -4.42 6.08 -1.29 -0.066
C -5.35 6.91 -1.93 -0.075
H -7.07 6.95 -3.29 0.108
H -6.30 4.79 -4.44 0.107
H -4.63 3.37 -3.34 0.115
H -4.91 2.31 -0.15 0.148
H -1.43 2.17 0.12 0.091
H 0.94 1.55 -0.20 0.111
H 1.45 -0.78 -1.00 0.102
H -0.39 -2.17 -2.12 0.109
H -2.80 -1.41 -1.83 0.131
H -3.84 6.47 -0.46 0.108
H -5.50 7.91 -1.54 0.104
```

Results
* molecular weight: 682.71 g mol⁻¹
* relative energy (zero: lowest compared OMol25 entry of this formula, charge and spin): 0.0 kcal/mol
* LUMO: -0.17 eV
* net charge: 0
* highest occupied orbital energy: -8.026 eV
* 2S+1: 1
* orbital gap: 7.851 eV
* SMILES: CN1C(=O)[C@@H](Cc2c(F)c(F)c(F)c(F)c2F)N(/C=C/[C@H](c2ccccc2)[C@H](C(=O)c2ccccc2)S(=O)(=O)c2ccccc2)C1(C)C

=====

No. 3
Formula: C24H22N2O5
Source: the Open Molecules 2025 dataset
Level of theory: ωB97M-V with the def2-TZVPD basis set

The geometry in XYZ format:
```
53
Properties=species:S:1:pos:R:3:nbo_charge:R:1
C 6.45 0.77 -1.13 -0.252
H 7.33 1.40 -1.21 0.203
O 5.85 1.09 0.10 -0.488
C 4.71 0.44 0.46 0.305
C 4.18 0.80 1.71 -0.263
C 3.03 0.20 2.17 -0.154
C 2.37 -0.77 1.41 -0.140
C 2.91 -1.12 0.17 -0.158
C 4.07 -0.53 -0.30 -0.275
H 4.46 -0.84 -1.25 0.213
H 2.41 -1.88 -0.41 0.233
C 1.14 -1.35 1.89 0.027
N 0.42 -2.08 1.13 -0.139
O -0.74 -2.56 1.70 -0.365
C -1.55 -3.23 0.76 -0.155
C -2.81 -2.44 0.37 0.677
O -3.91 -2.80 0.73 -0.614
N -2.62 -1.36 -0.43 -0.466
C -1.38 -0.95 -0.98 0.181
C -0.98 -1.52 -2.18 -0.234
C 0.16 -1.08 -2.83 -0.180
C 0.92 -0.06 -2.27 -0.219
C 0.54 0.51 -1.07 -0.176
C -0.61 0.07 -0.41 -0.095
C -0.95 0.66 0.91 0.773
O -1.72 0.19 1.71 -0.581
O -0.28 1.80 1.15 -0.694
H -0.54 2.14 2.02 0.503
H 1.12 1.30 -0.63 0.241
H 1.80 0.29 -2.78 0.218
H 0.46 -1.54 -3.76 0.217
H -1.59 -2.30 -2.62 0.224
C -3.78 -0.60 -0.89 -0.257
C -3.76 0.80 -0.36 0.051
C -3.09 1.81 -1.04 -0.252
C -3.01 3.08 -0.50 -0.202
C -3.59 3.35 0.72 -0.225
C -4.26 2.35 1.41 -0.205
C -4.34 1.08 0.87 -0.207
H -4.85 0.29 1.41 0.224
H -4.72 2.56 2.36 0.214
H -3.52 4.35 1.14 0.212
H -2.49 3.86 -1.04 0.212
H -2.64 1.60 -2.00 0.213
H -3.77 -0.60 -1.99 0.197
H -4.65 -1.15 -0.53 0.256
H -0.96 -3.47 -0.13 0.205
H -1.90 -4.15 1.25 0.214
H 0.83 -1.13 2.91 0.192
H 2.63 0.49 3.13 0.213
H 4.69 1.55 2.29 0.226
H 6.75 -0.28 -1.17 0.178
H 5.78 0.99 -1.97 0.175
```

Results
* molecular weight: 418.45 g mol⁻¹
* relative energy (zero: lowest compared OMol25 entry of this formula, charge and spin): 51.7 kcal/mol
* LUMO: 0.35 eV
* net charge: 0
* highest occupied orbital energy: -8.187 eV
* 2S+1: 1
* orbital gap: 8.541 eV
* SMILES: COc1ccc(/C=N/OCC(=O)N(Cc2ccccc2)c2ccccc2C(=O)O)cc1

=====

> 2S+1 of number 2 (C36H31F5N2O4S)?

1

=====

> The highest 2S+1 belongs to which entry?

C32H53CoN4O8P2S

=====

> What is the formula in the first record?

C32H53CoN4O8P2S